Record 1
{"formula": "C18H38O6P2Ti", "method": "ωB97M-V/def2-TZVPD", "charge": 4, "homo_lumo_gap_ev": [4.851, 4.389], "homo_energy_ha": [-0.840, -0.840], "relative_energy_ev": 0.0000, "elements": ["Ti", "P", "P", "O", "O", "O", "O", "O", "O", "C", "C", "C", "C", "C", "C", "C", "C", "C", "C", "C", "C", "C", "C", "C", "C", "C", "C", "H", "H", "H", "H", "H", "H", "H", "H", "H", "H", "H", "H", "H", "H", "H", "H", "H", "H", "H", "H", "H", "H", "H", "H", "H", "H", "H", "H", "H", "H", "H", "H", "H", "H", "H", "H", "H", "H"], "positions_angstrom": [[-0.3505, 0.6598, -0.0788], [-0.3134, -0.0953, -2.3813], [-0.1523, 0.3145, 2.2413], [1.2918, 0.4969, 3.0145], [-0.5323, -1.2241, 2.6503], [-2.7694, -1.3847, 0.3284], [-1.0846, 3.5961, 0.8563], [2.7028, -0.1942, 0.1537], [-1.1813, 1.2377, 3.1135], [-1.3010, -2.6876, -2.8034], [1.1743, -2.4834, -2.3083], [1.5794, 2.8895, 3.5568], [0.8858, 0.9528, -3.3252], [-1.9687, 0.3448, -3.0553], [1.4906, -2.5730, 3.0975], [-0.8281, 2.5223, 0.4760], [-1.8701, -0.6480, 0.1820], [0.1778, -2.0547, 3.6167], [1.0108, 2.3731, -2.7637], [-2.0170, 0.1242, -4.5734], [2.2674, 0.3034, -3.4618], [1.5686, 0.1129, 0.0470], [-0.8269, 0.9766, 5.5540], [-1.8066, 0.9530, 4.4163], [2.1628, 1.6796, 2.8755], [-0.0470, -1.8144, -2.9609], [-2.4249, 1.7520, -2.6677], [-0.2909, -4.2955, 0.6651], [1.8960, -3.2708, 3.8362], [2.1795, 3.7633, 3.2910], [1.6967, 2.9256, -3.4229], [1.6270, 2.7835, 4.6448], [0.8563, -3.2949, -1.6428], [-3.4901, 1.8344, -2.9268], [-0.5282, -2.8740, 3.7979], [0.2907, -4.2994, 0.1913], [-1.6711, -2.6665, -1.7693], [-1.3906, 1.0419, 6.4923], [2.3547, 1.8669, 1.8106], [-0.1574, 1.8393, 5.4860], [-1.4320, 0.8825, -5.1102], [2.9051, 0.9831, -4.0423], [2.7372, 0.1487, -2.4802], [-2.3347, 1.9814, -1.5935], [1.8004, -1.8062, -1.7152], [-0.2403, 0.0536, 5.5953], [2.2271, -0.6535, -3.9940], [-2.1171, -2.3881, -3.4688], [1.8022, -2.9276, -3.0935], [0.1608, -1.6805, -4.0362], [-2.3440, -0.0022, 4.3565], [0.4226, 1.0080, -4.3222], [0.0572, 2.9138, -2.7426], [3.1123, 1.3760, 3.3294], [-1.8829, 2.5248, -3.2261], [-1.0374, -3.7239, -3.0511], [0.3140, -1.4883, 4.5460], [1.4409, 2.3895, -1.7496], [-3.0621, 0.2165, -4.8976], [-2.5380, 1.7598, 4.5302], [1.3530, -3.1139, 2.1588], [-1.6656, -0.8694, -4.8748], [0.5458, 3.0706, 3.2444], [-2.6423, -0.3785, -2.5662], [2.2069, -1.7597, 2.9500]], "forces_ev_per_angstrom": [[-0.795, 1.399, -2.738], [0.034, -1.837, -3.184], [0.538, -2.111, 8.965], [-2.042, -0.130, -2.420], [0.117, 3.049, -2.468], [5.168, 4.310, -0.855], [1.433, -6.018, -2.204], [-7.035, 1.878, -0.698], [1.804, -0.832, -3.775], [-0.218, 0.105, -0.103], [0.317, -0.326, 0.104], [0.136, 0.126, 0.098], [1.412, 0.824, 0.493], [-1.079, 0.216, 0.899], [0.091, 0.131, -0.235], [-2.247, 9.460, 3.130], [-7.234, -6.258, 1.325], [0.437, -1.071, 1.125], [-0.394, 0.167, -0.216], [0.558, -0.116, -0.315], [-0.249, -0.330, 0.093], [10.068, -2.985, 0.957], [0.587, -0.194, -0.055], [-1.299, -0.138, 1.201], [0.330, 0.398, 0.284], [-0.034, -0.676, 0.652], [-0.243, 0.141, -0.602], [0.140, -0.011, -0.161], [0.023, 0.089, -0.113], [-0.014, -0.038, 0.047], [-0.135, 0.064, 0.391], [-0.112, 0.045, -0.217], [0.036, 0.212, -0.186], [0.237, 0.184, 0.191], [0.117, 0.269, -0.048], [-0.193, -0.024, 0.193], [0.101, -0.239, -0.189], [-0.005, 0.030, -0.178], [-0.055, -0.069, -0.001], [-0.226, -0.150, 0.165], [-0.253, -0.145, 0.090], [-0.100, -0.069, 0.110], [0.108, 0.093, -0.360], [-0.049, -0.019, 0.263], [0.025, -0.164, -0.274], [0.007, 0.279, 0.115], [0.114, 0.258, 0.141], [0.142, -0.146, 0.154], [-0.067, 0.093, 0.370], [-0.063, 0.327, 0.200], [0.178, 0.206, -0.188], [-0.336, -0.225, 0.236], [0.258, -0.004, -0.059], [-0.221, -0.053, -0.153], [-0.207, -0.114, 0.179], [-0.067, 0.230, 0.095], [-0.123, -0.072, -0.360], [0.258, -0.021, 0.073], [0.070, 0.014, 0.181], [0.154, -0.167, -0.293], [0.002, -0.079, 0.084], [-0.199, 0.298, -0.025], [0.134, 0.091, 0.136], [0.140, 0.070, -0.194], [0.018, -0.223, 0.129]]}

=====

Record 2
{"formula": "C18H38OOsP2", "method": "ωB97M-V/def2-TZVPD", "charge": 2, "s2": 6.05, "homo_lumo_gap_ev": [5.148, 6.816], "homo_energy_ha": [-0.474, -0.536], "relative_energy_ev": 6.8404, "multiplicity": 5, "elements": ["Os", "P", "P", "O", "C", "C", "C", "C", "C", "C", "C", "C", "C", "C", "C", "C", "C", "C", "C", "C", "C", "C", "H", "H", "H", "H", "H", "H", "H", "H", "H", "H", "H", "H", "H", "H", "H", "H", "H", "H", "H", "H", "H", "H", "H", "H", "H", "H", "H", "H", "H", "H", "H", "H", "H", "H", "H", "H", "H", "H"], "positions_angstrom": [[-0.6425, -0.7986, 2.0358], [0.0255, 1.0769, 1.8810], [-2.1654, 1.1273, -0.6065], [0.1395, -2.7360, 0.9404], [2.8492, 1.0667, -1.1350], [-2.3287, 2.2498, 0.7684], [-3.7858, 0.4736, -1.0728], [1.9478, 0.2157, -0.8074], [1.5098, -3.0976, 0.4675], [0.5015, 0.6200, -3.2779], [-0.9542, -0.8800, -1.8120], [2.6813, 1.7172, -2.5273], [-2.0852, 2.3956, -1.9708], [0.7630, -1.5083, 3.4069], [1.1418, 1.8909, -2.8109], [1.8319, -4.4477, 1.0737], [-1.3417, -0.4066, -0.4469], [1.5401, -3.1343, -1.0337], [-1.2754, 0.3619, 3.6006], [-0.7400, 0.1145, -3.0802], [1.5078, 1.7734, 2.5829], [-0.9413, 2.5581, 1.3813], [2.7834, -4.8407, 0.6831], [-0.2354, 2.9989, 0.6452], [1.7607, -0.2983, 0.1038], [-1.9752, -1.1850, 0.0629], [-1.0386, 3.2771, 2.2150], [-1.7037, -1.6385, -2.1578], [-2.3402, 0.0425, 3.4803], [-0.2733, -2.3809, 0.1315], [0.6137, -3.5137, -1.4764], [1.8912, -4.3892, 2.1590], [1.7019, -1.9026, 2.9595], [-1.6062, 0.1719, -3.7674], [3.8384, 1.2334, -0.6576], [1.2965, 2.6880, 3.1515], [2.1100, 1.9957, 1.6941], [1.7693, -2.1467, -1.4281], [0.0056, -1.3455, -1.5872], [0.9724, 2.6934, -3.5590], [-4.3448, 1.3135, -1.4889], [-2.7078, 3.1698, 0.2918], [-2.9716, 3.0069, -1.7678], [3.1772, 2.7000, -2.5635], [-1.3148, 1.4683, 3.7050], [-1.2326, 3.0805, -1.9917], [1.0401, -5.1622, 0.8335], [-2.2301, 1.9998, -2.9774], [1.9977, 1.0098, 3.2044], [3.1653, 1.0889, -3.2941], [0.6526, 2.1913, -1.8564], [-3.0961, 1.8063, 1.4311], [0.1359, -2.4066, 3.7020], [-4.2208, 0.0656, -0.1570], [-3.6516, -0.3203, -1.8207], [2.3422, -3.7918, -1.3698], [-0.8675, -0.0468, 4.5360], [2.1840, -2.3166, 0.8408], [0.9790, -0.9139, 4.3223], [1.2142, -0.0347, -3.7891]], "forces_ev_per_angstrom": [[3.152, -3.510, -2.504], [0.010, 2.395, 0.891], [-2.225, 0.257, -2.184], [-0.621, 1.207, -0.758], [1.630, 1.066, -2.460], [0.352, -0.006, 0.410], [-0.120, 0.588, 0.389], [-0.377, -0.287, 1.744], [0.229, -0.542, 0.677], [3.421, 0.969, -1.377], [0.559, -0.558, -2.046], [-0.707, 0.632, 0.329], [0.562, 0.147, -0.202], [-0.387, -0.613, 0.287], [0.380, 0.129, 0.224], [0.032, -0.122, 0.157], [-0.223, 0.716, 2.125], [0.265, 0.089, -0.468], [-2.329, 0.678, 1.320], [-3.539, -2.252, 2.476], [0.050, -0.288, 0.018], [0.136, -0.295, -0.236], [-0.318, 0.244, 0.181], [-0.562, 0.219, 0.097], [-0.243, -0.768, 0.447], [-0.329, 1.065, -0.507], [0.289, -0.387, -0.243], [0.750, 0.343, 0.293], [0.315, 0.625, 0.700], [0.034, -0.640, 0.213], [0.064, -0.051, 0.132], [0.077, -0.010, 0.054], [-0.657, 0.390, 0.202], [0.652, -0.142, 0.316], [-0.745, -0.215, 0.114], [0.088, -0.165, -0.199], [0.302, 0.155, 0.220], [-0.092, -0.024, -0.232], [0.034, -0.339, -1.022], [0.091, -0.240, 0.349], [-0.518, -0.423, 0.127], [-0.127, -0.362, 0.580], [0.061, -0.133, 0.205], [-0.155, -0.354, 0.089], [0.050, -0.477, 0.067], [-0.023, -0.323, 0.167], [0.091, 0.055, -0.104], [0.148, -0.147, 0.360], [-0.041, 0.345, -0.285], [-0.222, 0.192, 0.263], [0.360, 0.139, -0.517], [0.591, 0.543, 0.208], [0.665, 0.584, 0.047], [-0.380, -0.033, -0.286], [-0.065, 0.322, 0.230], [-0.026, -0.003, 0.052], [-0.197, 0.286, -0.303], [-0.092, -0.195, 0.000], [-0.093, -0.416, -0.740], [-0.025, -0.063, -0.090]]}

=====

Record 3
{"formula": "C18H39B2BrN4O7", "method": "ωB97M-V/def2-TZVPD", "homo_lumo_gap_ev": 8.299, "homo_energy_ha": -0.316, "smiles": "CB(O)[C@@](Br)(C#N)[C@@H](C#N)CB(O)O.COCCNCCOC.COCCNCCOC", "relative_energy_ev": 2.9496, "elements": ["Br", "O", "O", "O", "O", "O", "O", "O", "N", "N", "N", "N", "C", "C", "C", "C", "C", "C", "C", "C", "C", "C", "C", "C", "C", "C", "C", "C", "C", "C", "B", "B", "H", "H", "H", "H", "H", "H", "H", "H", "H", "H", "H", "H", "H", "H", "H", "H", "H", "H", "H", "H", "H", "H", "H", "H", "H", "H", "H", "H", "H", "H", "H", "H", "H", "H", "H", "H", "H", "H", "H"], "positions_angstrom": [[0.1438, 1.4675, -0.4475], [-4.5465, -5.2345, 4.1103], [-2.3822, 1.0859, 1.9732], [2.8921, 3.5384, 0.1201], [-2.4961, -1.2508, 3.4297], [4.3526, -0.6928, -6.2531], [-3.8202, 3.1821, 2.1679], [3.3453, 3.2561, -4.2736], [-3.6135, -3.6461, 1.7574], [1.1851, -0.4562, 2.7393], [1.5202, 5.3084, 2.9991], [2.0112, 0.6066, -4.6390], [2.3068, -0.8116, -4.8538], [-1.7635, -2.0287, 2.4863], [-5.9087, -4.8411, 4.0427], [3.7809, -1.2001, -5.0512], [2.4414, 2.6604, -3.3386], [0.1169, 2.9764, 2.2077], [4.8960, 0.6141, -6.1433], [-2.6331, -2.6287, 1.3699], [-1.2569, 3.5349, 1.5843], [0.9683, 1.9739, 1.2803], [-3.0070, -4.8789, 2.2655], [-3.0511, -1.9950, 4.5041], [2.6833, 3.9201, -5.3389], [3.6049, 2.1943, 2.2988], [0.9913, 4.2562, 2.7069], [-4.0651, -5.7941, 2.8858], [1.1535, 0.5896, 2.1177], [2.5593, 1.1353, -3.3871], [2.4857, 2.6042, 1.1578], [-2.5333, 2.5319, 1.9072], [-4.2125, -3.2534, 2.4767], [-2.4428, -2.8634, 4.7706], [5.2914, 0.8209, -5.1451], [-1.2055, 3.8532, 0.4856], [-3.1991, -1.8111, 0.9105], [-3.5938, -6.7486, 3.1394], [-1.9838, -3.0379, 0.5881], [1.9771, 4.6635, -4.9573], [-6.0358, -3.9939, 3.3633], [-2.5163, -5.4028, 1.4401], [5.7138, 0.7007, -6.8624], [3.4376, 4.4338, -5.9386], [3.0788, 2.3985, 3.3186], [-1.1443, -2.7783, 2.9901], [4.1450, 1.3592, -6.4167], [1.8887, -1.3932, -4.0247], [-0.1567, 2.4123, 3.1854], [1.7586, -1.1103, -5.7535], [-3.2750, 0.7869, 2.3046], [3.8765, 1.0827, 2.2467], [4.4034, -0.9538, -4.1841], [-6.5410, -5.6753, 3.7246], [-6.2212, -4.5301, 5.0416], [2.3975, 1.1336, -5.4158], [-4.0708, -2.3047, 4.2618], [1.4069, 2.9882, -3.4970], [4.5241, 2.8814, 2.2485], [2.0091, 0.7042, -2.5457], [-4.1717, 3.3501, 1.2497], [-4.8773, -6.0045, 2.1799], [-3.1118, -1.3369, 5.3742], [3.8160, -2.2908, -5.1449], [-1.5085, 4.5053, 2.1768], [2.7460, 3.0012, -2.3447], [-2.2591, -4.6633, 3.0340], [2.1633, 3.2037, -5.9808], [3.6170, 0.8778, -3.2796], [3.0215, 4.3927, 0.6203], [-1.0646, -1.3342, 2.0108]], "forces_ev_per_angstrom": [[0.363, 0.382, 0.848], [-0.370, -0.007, -0.324], [-1.815, 3.773, 0.389], [-1.675, -0.408, 2.636], [0.053, -0.488, 0.118], [0.049, 0.070, 0.499], [1.586, -1.339, -2.090], [-0.451, 0.116, -0.203], [0.200, -0.168, 0.030], [0.037, 6.002, -3.506], [-2.699, -5.783, -1.529], [0.142, -0.085, 0.244], [0.067, 0.229, -0.307], [0.088, 0.294, -0.586], [0.241, 0.001, 0.226], [-0.292, -0.365, -0.198], [0.458, -0.395, 0.392], [-0.302, 0.903, 1.059], [-0.023, -0.121, -0.383], [-0.271, 0.141, 0.309], [-0.279, 0.628, 0.966], [0.970, -1.740, 1.807], [-0.661, 0.139, 0.078], [-0.129, 0.360, -0.005], [0.329, -0.077, 0.109], [-0.918, 0.701, 0.445], [1.174, 3.313, 0.222], [0.624, 0.055, 0.126], [-0.737, -3.295, 1.733], [-0.242, 0.407, -0.512], [2.040, 0.643, -0.689], [-0.076, -1.074, 0.007], [0.087, -0.095, -0.100], [-0.062, -0.012, -0.102], [-0.121, 0.006, 0.006], [0.205, -0.601, 1.542], [0.138, 0.021, 0.009], [-0.011, 0.013, -0.036], [0.012, -0.035, 0.101], [-0.065, -0.035, -0.069], [-0.171, -0.040, -0.109], [0.003, 0.037, 0.002], [-0.038, -0.095, 0.044], [-0.004, -0.072, 0.114], [1.046, -0.601, -1.456], [-0.153, -0.027, 0.116], [0.089, 0.176, 0.172], [0.085, 0.065, 0.034], [0.606, 0.998, -1.684], [0.106, -0.088, 0.058], [1.383, -0.189, -0.346], [-0.317, 1.606, 0.140], [0.002, 0.199, -0.046], [-0.044, 0.072, -0.059], [0.116, -0.056, -0.058], [-0.074, -0.055, 0.132], [0.012, -0.237, 0.134], [0.107, -0.084, -0.175], [-1.317, -1.217, -0.019], [0.057, -0.019, -0.069], [0.132, 0.038, 1.446], [0.021, 0.206, 0.091], [0.074, 0.009, -0.071], [-0.002, 0.067, -0.039], [0.452, -1.607, -1.024], [-0.073, -0.021, -0.032], [0.142, -0.214, 0.085], [-0.186, 0.088, -0.050], [0.123, 0.076, 0.233], [0.281, -1.031, -0.912], [-0.121, -0.056, 0.087]]}

=====

E_tot (Eh)
-2690.41869, -1556.22786, -4078.59907